The following is a quantum chemistry calculation of C52H40N7NiOP2SSe3 as an isolated structure at a distorted geometry, from OMol25.

Last column: Mulliken charge in e.
Element x y z (Å)
Se -2.06 6.49 -1.57  -0.281
Se -2.23 -6.57 2.79  0.340
Se -1.55 0.92 2.02  -0.355
Ni -0.15 0.21 0.06  0.077
S 2.83 1.73 -0.65  0.316
P -3.02 4.77 -2.37  1.236
P -2.28 2.66 1.00  1.163
O 1.58 1.38 0.09  -1.168
N -1.52 -1.31 -0.42  -0.358
N -0.80 -5.57 2.97  -0.863
N -1.50 2.63 -2.92  0.242
N -0.84 1.63 -2.42  -1.728
N -1.02 1.57 -1.13  1.625
N 0.70 -1.37 1.09  0.412
N -2.92 -5.48 1.60  -0.865
C -3.62 -2.20 -1.13  -0.881
C 1.31 -3.50 2.78  -0.530
C -2.09 -4.47 1.41  0.893
C -4.09 2.63 1.14  0.796
C -4.09 4.80 -4.98  -0.436
C -3.49 -3.28 -0.29  -0.616
C -2.96 4.74 -4.18  0.514
C -6.64 5.31 -0.54  -0.861
C 5.67 0.74 2.71  -0.769
C 2.18 -2.44 2.63  -1.060
C 3.65 2.98 0.45  -0.646
C -7.35 4.20 -0.96  -0.506
C 1.13 4.54 -0.66  1.535
C -1.77 6.45 2.45  -1.083
C 0.08 5.11 3.19  -0.707
C 4.14 2.28 1.67  -0.192
C -2.70 4.62 -6.93  -0.571
C -1.69 4.69 -4.75  -0.498
C -2.28 5.37 1.75  -0.122
C 5.20 1.38 1.58  -0.305
C -4.73 4.54 -1.79  -0.103
C -0.16 -2.40 1.21  0.078
C 1.83 -1.39 1.78  0.286
C 2.49 6.64 -1.85  -0.830
C -1.84 2.58 -0.74  0.209
C 2.07 4.27 -1.66  0.427
C -1.60 4.16 1.79  1.186
C 1.56 6.89 -0.86  -0.785
C -1.56 4.60 -6.13  -0.786
C -6.78 2.13 1.62  -0.724
C -0.41 4.03 2.50  -0.758
C 0.10 -3.49 2.07  0.404
C -4.76 1.64 0.42  -0.336
C 2.76 5.33 -2.23  -0.918
C -0.89 -4.52 2.18  0.828
C 5.08 0.98 3.94  -0.523
C -4.77 3.35 2.11  -0.499
C 0.90 5.84 -0.25  -1.110
C -0.60 6.32 3.17  -0.935
C 2.32 2.86 -2.05  -0.909
C -5.33 5.49 -0.96  -0.324
C -6.09 1.39 0.66  -0.626
C -5.44 3.41 -2.18  -0.218
C -3.95 4.74 -6.35  -0.636
C -2.14 3.27 -1.93  -0.158
C -6.75 3.25 -1.77  -0.896
C 4.02 1.86 4.03  -0.678
C -6.12 3.11 2.33  -0.932
C -2.61 -1.24 -1.17  -0.360
C -1.37 -2.36 0.41  -0.144
C -2.34 -3.38 0.50  0.482
C 3.54 2.50 2.90  0.078
H 3.13 -2.42 3.15  0.515
H 3.50 5.14 -3.00  0.477
H -4.22 1.07 -0.33  0.268
H 3.02 7.46 -2.32  0.403
H 0.11 3.08 2.51  0.188
H 3.56 2.05 4.99  0.449
H -3.19 5.47 1.17  0.441
H -4.83 4.79 -6.98  0.425
H -4.24 -4.06 -0.24  0.559
H -8.38 4.08 -0.66  0.464
H -7.31 2.38 -2.08  0.512
H 3.12 2.78 -2.79  0.651
H 2.48 -0.54 1.67  0.300
H -2.68 -0.39 -1.84  0.633
H -6.64 3.68 3.08  0.454
H -0.20 7.16 3.72  0.400
H -6.60 0.61 0.11  0.495
H -4.26 4.10 2.70  0.522
H 5.66 1.20 0.62  0.426
H 2.71 3.19 2.98  0.405
H -7.10 6.04 0.10  0.448
H 1.53 -4.33 3.43  0.582
H 5.46 0.49 4.82  0.439
H -5.07 4.88 -4.53  0.391
H -7.82 1.92 1.81  0.456
H 2.93 3.76 0.68  0.167
H -2.60 4.54 -8.00  0.389
H -0.58 4.52 -6.57  0.420
H 1.42 2.37 -2.45  0.293
H 0.19 6.04 0.54  0.466
H -4.97 2.68 -2.82  0.582
H 4.47 3.39 -0.14  0.796
H -2.29 7.40 2.43  0.437
H -4.49 -2.09 -1.76  0.516
H 1.35 7.91 -0.56  0.453
H -4.77 6.37 -0.67  0.441
H -0.81 4.69 -4.12  0.393
H 0.99 5.02 3.77  0.472
H 0.60 3.72 -0.19  -0.094
H 6.50 0.06 2.63  0.429

The frontier orbital gap (spin up / spin down) comes out at 6.1474 / 6.1131 eV. As for the expectation value of S²: 2.0061. The lowest unoccupied orbital energy (spin up / spin down) comes out at -3.320 / -3.354 eV. The multiplicity is 3. As for the net charge: +1.

The following is a quantum chemistry calculation of C52H42NiOP2S3 as an isolated structure, from OMol25.

Last column: Mulliken charge in e.
Element x y z (Å)
Ni -0.02 -0.08 -0.23  1.246
S 1.19 -1.73 -0.78  1.863
S 0.65 0.97 1.72  -0.625
S -1.70 1.31 -0.69  -0.640
P 1.21 1.16 -1.52  2.325
P -1.63 -1.19 0.71  2.118
O 1.54 -1.90 -2.21  -0.780
C 0.69 -6.00 0.70  0.748
C 2.74 -1.38 0.05  -0.224
C 0.98 0.85 -3.31  0.464
C -5.13 -2.60 -0.93  -0.817
C -3.54 1.14 4.18  -0.567
C -4.12 1.19 2.92  -0.788
C 2.98 0.88 -1.18  -0.787
C -0.48 0.57 -5.21  -1.000
C 1.47 4.95 -0.02  -0.701
C -1.19 -2.83 1.40  -0.615
C -2.03 -3.40 2.34  -0.250
C -1.96 -4.74 2.77  -1.176
C -0.17 -5.01 1.23  1.235
C 1.88 0.29 -5.48  -0.803
C -1.47 2.43 0.68  0.846
C 2.07 0.56 -4.13  -0.750
C 0.24 5.10 -2.07  -0.689
C -2.42 0.36 4.40  -0.896
C -2.59 -1.86 -1.79  -0.084
C 0.81 -3.35 -0.16  -1.043
C 4.58 -2.04 1.51  -1.446
C -3.52 -2.36 -2.70  -0.929
C 0.78 5.71 -0.95  -0.667
C 4.75 -0.11 0.12  1.071
C -0.74 -7.02 2.38  -0.890
C 5.24 1.88 -1.11  -1.218
C 1.57 -5.67 -0.29  -1.459
C 6.97 0.68 0.45  -0.845
C 1.61 3.58 -0.20  -0.172
C 0.38 3.73 -2.26  -0.671
C -1.03 -5.55 2.20  -0.168
C 3.28 -2.24 0.98  -0.056
C -4.20 -2.11 -0.02  -0.391
C -0.30 0.84 -3.86  -0.133
C -0.55 2.27 1.65  1.315
C -0.48 3.25 2.79  -1.925
C 1.62 -4.33 -0.70  -0.225
C 1.06 2.96 -1.32  0.439
C 5.65 0.90 -0.25  0.159
C -2.43 3.59 0.68  -2.070
C -0.18 -3.66 0.82  -0.094
C -1.87 -0.38 3.36  -0.406
C -3.57 0.46 1.88  -0.728
C 0.41 -7.32 1.38  -0.856
C 6.73 -0.56 1.36  -0.817
C -2.45 -0.35 2.09  0.392
C -2.93 -1.73 -0.45  0.762
C -4.79 -2.73 -2.27  -0.655
C 3.44 -0.20 -0.37  -1.723
C 0.61 0.29 -6.02  -0.731
C 3.89 1.86 -1.53  0.387
C 5.32 -1.00 1.05  0.406
H -1.31 3.11 3.48  0.250
H 5.89 2.68 -1.43  0.452
H -2.66 -5.10 3.52  0.484
H -1.16 1.04 -3.23  0.546
H 7.27 1.55 1.02  0.297
H 1.89 5.41 0.86  0.450
H 7.76 0.48 -0.27  0.286
H 6.82 -0.29 2.42  0.293
H -0.30 5.69 -2.81  0.411
H 4.96 -2.74 2.25  0.465
H -5.51 -3.11 -2.98  0.389
H 0.45 3.12 3.35  0.423
H -1.63 -7.62 2.16  0.283
H -6.11 -2.88 -0.59  0.439
H -1.48 0.57 -5.62  0.483
H -0.97 -0.95 3.53  0.378
H -0.05 3.27 -3.14  0.337
H 2.22 -6.40 -0.75  0.432
H 0.12 -8.08 0.65  0.324
H 2.12 2.99 0.55  0.438
H 0.46 0.08 -7.07  0.393
H -3.25 -2.46 -3.74  0.497
H 2.74 0.06 -6.10  0.432
H -1.61 -1.55 -2.14  0.037
H -3.05 3.59 -0.21  0.427
H -0.45 -7.24 3.40  0.296
H -3.97 1.72 5.00  0.374
H 3.54 2.69 -2.13  0.700
H 7.45 -1.35 1.17  0.313
H -1.95 0.33 5.38  0.409
H 1.30 -7.69 1.88  0.300
H -4.00 0.52 0.89  0.445
H -3.09 3.56 1.55  0.295
H 2.72 -3.10 1.30  0.572
H 3.06 0.51 -3.71  0.315
H -4.99 1.81 2.74  0.452
H 0.67 6.78 -0.81  0.372
H -2.81 -2.78 2.76  0.526
H -4.47 -2.02 1.02  0.307
H 2.32 -4.03 -1.47  0.710
H -1.89 4.55 0.70  0.360
H -0.52 4.29 2.43  0.340

The frontier orbital gap comes out at 5.7066 eV. The lowest unoccupied orbital energy comes out at -0.021 eV. As for the net charge: 0.